DFT (the ωB97M-V functional and the def2-TZVPD basis) results for a 6-piece molecular cluster, C29H28F40O6 overall in a non-equilibrium geometry.

The geometry in XYZ format:
```
103
C29H28F40O6 (the ωB97M-V functional and the def2-TZVPD basis)
F 3.2940 -2.8585 -0.8374
C 2.9635 -3.6513 -1.8819
F 1.6086 -3.5795 -2.0365
C 3.6526 -3.1854 -3.1541
F 3.2359 -3.9992 -4.1542
F 4.9828 -3.3835 -2.9903
C 3.3687 -1.7419 -3.5079
O 4.1941 -1.3913 -4.6135
C 3.5404 -1.0404 -5.7499
F 2.6319 -1.9491 -6.1166
F 2.8865 0.1306 -5.5561
C 4.6360 -0.8704 -6.8045
F 4.1116 -0.3496 -7.9390
F 5.5757 -0.0215 -6.3401
H 3.2118 -4.6838 -1.6277
H 3.4735 -1.0444 -2.6796
H 2.3169 -1.6598 -3.7994
H 5.1461 -1.8086 -7.0269
F 1.1408 -7.2957 2.2234
C 0.3191 -6.2895 2.6044
F 0.7740 -5.7934 3.7715
C 0.2152 -5.1878 1.5433
F 1.3189 -4.4107 1.4840
F -0.8303 -4.4183 1.9340
C -0.0987 -5.7086 0.1473
O 0.9364 -6.5633 -0.3266
C 0.6737 -7.1576 -1.5102
F -0.2472 -8.1419 -1.3381
F 0.1751 -6.2996 -2.4188
C 1.9740 -7.7915 -1.9981
F 1.7008 -8.4336 -3.1651
F 2.9122 -6.8576 -2.2278
H -0.6768 -6.7114 2.7666
H -0.1818 -4.8459 -0.5140
H -1.0273 -6.2849 0.1936
H 2.3305 -8.5276 -1.2767
F -1.4704 3.5609 -3.2759
C -0.6630 3.0004 -2.3434
F 0.1901 2.1688 -2.9875
C 0.1332 4.0226 -1.5284
F 0.6097 4.9743 -2.3904
F 1.2068 3.4477 -0.9540
C -0.6772 4.7386 -0.4581
O -1.7613 5.3713 -1.1144
C -2.0145 6.6486 -0.7654
F -2.0261 6.7903 0.5808
F -1.0502 7.4596 -1.2484
C -3.3519 7.0374 -1.3883
F -4.4055 6.5564 -0.6968
F -3.4680 8.3772 -1.4497
H -1.3047 2.4261 -1.6742
H -0.0014 5.5099 -0.0814
H -0.9746 4.0672 0.3448
H -3.3752 6.6200 -2.3991
F 3.3245 0.9125 9.5721
C 2.8130 1.9485 8.8727
F 2.7519 3.0340 9.6713
C 3.6945 2.2538 7.6688
F 3.8232 1.0981 6.9561
F 4.9269 2.6260 8.0651
C 3.1243 3.3426 6.7892
O 1.7223 3.1852 6.6227
C 1.2988 2.9388 5.3586
F 1.4185 4.0727 4.6172
F 2.0125 1.9987 4.7194
C -0.1763 2.5346 5.4581
F -0.7183 2.4785 4.2300
F -0.2459 1.3020 6.0187
H 1.8043 1.6928 8.5458
H 3.6816 3.4383 5.8569
H 3.3043 4.3021 7.2833
H -0.7166 3.2391 6.0930
F -3.6300 2.8013 -0.2870
C -4.9751 2.7832 -0.2760
F -5.4086 3.9291 0.3034
C -5.5354 2.6553 -1.6975
F -5.5039 3.8495 -2.3398
F -6.8402 2.3134 -1.5701
C -4.7131 1.7124 -2.5275
O -4.5079 0.4835 -1.8712
C -4.9787 -0.6317 -2.4995
F -6.3329 -0.6286 -2.5206
F -4.5515 -0.7019 -3.7714
C -4.4905 -1.8234 -1.6725
F -4.9110 -2.9828 -2.2104
F -3.1350 -1.8090 -1.6493
H -5.3383 1.9597 0.3441
H -3.7328 2.1855 -2.6311
H -5.0651 1.6600 -3.5580
H -4.8572 -1.7424 -0.6462
C -0.4794 -0.7545 1.3349
C 0.8721 -0.6313 0.6416
C 0.5590 0.2139 -0.5703
O -0.3072 1.2265 0.0067
C -1.1436 0.6238 0.9819
H -0.4684 -0.8542 2.4158
H -1.0639 -1.5262 0.8358
H 1.2436 -1.6394 0.4301
H 1.6254 -0.1814 1.2900
H -0.0085 -0.3455 -1.3208
H 1.3923 0.7879 -0.9600
H -2.1130 0.4217 0.5065
H -1.2794 1.2761 1.8419
```

The frontier orbital gap comes out at 10.26 eV. Its SMILES is FC(F)C(F)(F)COC(F)(F)C(F)F.FC(F)C(F)(F)COC(F)(F)C(F)F.FC(F)C(F)(F)COC(F)(F)C(F)F.FC(F)C(F)(F)COC(F)(F)C(F)F.FC(F)C(F)(F)COC(F)(F)C(F)F.C1CCOC1. As for the HOMO energy: -10.06 eV. Its multiplicity is 1.

Atom charges from the Löwdin analysis, given in e for atoms 1 to 99: number 1, F, carries 0.093; number 2, C, carries -0.289; number 3, F, carries 0.078; number 4, C, carries -0.452; number 5, F, carries 0.130; number 6, F, carries 0.134; number 7, C, carries -0.038; number 8, O, carries 0.045; number 9, C, carries -0.570; number 10, F, carries 0.165; number 11, F, carries 0.151; number 12, C, carries -0.282; number 13, F, carries 0.098; number 14, F, carries 0.104; number 15, H, carries 0.156; number 16, H, carries 0.152; number 17, H, carries 0.149; number 18, H, carries 0.175; number 19, F, carries 0.097; number 20, C, carries -0.303; number 21, F, carries 0.106; number 22, C, carries -0.451; number 23, F, carries 0.135; number 24, F, carries 0.113; number 25, C, carries -0.038; number 26, O, carries 0.032; number 27, C, carries -0.569; number 28, F, carries 0.142; number 29, F, carries 0.161; number 30, C, carries -0.275; number 31, F, carries 0.096; number 32, F, carries 0.106; number 33, H, carries 0.174; number 34, H, carries 0.142; number 35, H, carries 0.155; number 36, H, carries 0.178; number 37, F, carries 0.091; number 38, C, carries -0.305; number 39, F, carries 0.095; number 40, C, carries -0.441; number 41, F, carries 0.115; number 42, F, carries 0.131; number 43, C, carries -0.039; number 44, O, carries 0.031; number 45, C, carries -0.561; number 46, F, carries 0.150; number 47, F, carries 0.154; number 48, C, carries -0.289; number 49, F, carries 0.104; number 50, F, carries 0.105; number 51, H, carries 0.142; number 52, H, carries 0.152; number 53, H, carries 0.147; number 54, H, carries 0.176; number 55, F, carries 0.104; number 56, C, carries -0.308; number 57, F, carries 0.104; number 58, C, carries -0.459; number 59, F, carries 0.119; number 60, F, carries 0.136; number 61, C, carries -0.048; number 62, O, carries 0.036; number 63, C, carries -0.561; number 64, F, carries 0.141; number 65, F, carries 0.164; number 66, C, carries -0.282; number 67, F, carries 0.103; number 68, F, carries 0.098; number 69, H, carries 0.168; number 70, H, carries 0.156; number 71, H, carries 0.155; number 72, H, carries 0.176; number 73, F, carries 0.096; number 74, C, carries -0.296; number 75, F, carries 0.097; number 76, C, carries -0.450; number 77, F, carries 0.126; number 78, F, carries 0.127; number 79, C, carries -0.060; number 80, O, carries 0.038; number 81, C, carries -0.552; number 82, F, carries 0.151; number 83, F, carries 0.165; number 84, C, carries -0.287; number 85, F, carries 0.110; number 86, F, carries 0.091; number 87, H, carries 0.174; number 88, H, carries 0.137; number 89, H, carries 0.162; number 90, H, carries 0.175; number 91, C, carries -0.137; number 92, C, carries -0.165; number 93, C, carries -0.168; number 94, O, carries -0.189; number 95, C, carries -0.182; number 96, H, carries 0.109; number 97, H, carries 0.098; number 98, H, carries 0.093; number 99, H, carries 0.121

=====

DFT (the ωB97M-V functional and the def2-TZVPD basis) results for C29H28FN3O9PRuSe2 as an isolated structure in a non-equilibrium geometry.

The geometry in XYZ format:
```
74
C29H28FN3O9PRuSe2 (the ωB97M-V functional and the def2-TZVPD basis)
Ru -0.1936 -0.1331 0.0516
O -1.4780 -0.1956 1.9743
C -1.7820 0.7179 2.7414
C -1.0006 1.8856 3.0096
C -1.4174 2.7132 4.0601
C -0.6660 3.7927 4.4128
C 0.5288 4.0897 3.7335
C 0.9408 3.3047 2.6958
C 0.1881 2.1713 2.2776
O 0.5896 1.4824 1.2694
N -1.1001 4.6469 5.5240
O -2.1083 4.3316 6.1296
O -0.3496 5.5434 5.8660
H -2.7261 0.6284 3.3020
H -2.3298 2.4958 4.6033
H 1.1018 4.9520 4.0445
H 1.8490 3.5295 2.1492
Se -1.5781 1.8718 -1.0231
P -1.1662 0.8851 -2.9287
Se 0.0700 -0.8528 -2.5936
C -2.7292 0.4491 -3.7308
C -3.7451 1.4018 -3.8216
C -4.9475 1.0783 -4.4284
C -5.1487 -0.2011 -4.9361
C -4.1456 -1.1535 -4.8375
C -2.9345 -0.8310 -4.2342
C -0.3354 2.0876 -3.9962
C 0.8249 1.7405 -4.6806
C 1.4626 2.6788 -5.4848
C 0.9441 3.9597 -5.6049
C -0.2137 4.3103 -4.9181
C -0.8489 3.3807 -4.1111
H -3.6096 2.3899 -3.3974
H -5.7337 1.8214 -4.4960
H -6.0933 -0.4546 -5.4032
H -4.3040 -2.1533 -5.2246
H -2.1497 -1.5713 -4.1549
H 1.2275 0.7406 -4.5844
H 2.3685 2.4057 -6.0135
H 1.4444 4.6907 -6.2292
H -0.6163 5.3131 -5.0038
H -1.7299 3.6729 -3.5507
F 0.6116 -5.3856 -3.9286
C 0.4431 -5.4906 -2.6086
C -0.5393 -4.8531 -1.9845
N -0.7558 -4.9621 -0.6213
C -1.6843 -4.0339 0.0111
C -1.1584 -2.6195 -0.0359
O -1.9598 -1.6651 -0.1531
O 0.0951 -2.4339 0.0239
C 0.0948 -5.6976 0.1847
O -0.0205 -5.7786 1.3895
N 1.0829 -6.3718 -0.5117
C 1.3857 -6.3232 -1.8750
O 2.3281 -6.9173 -2.3421
H -1.2202 -4.2134 -2.5314
H -1.7870 -4.3297 1.0504
H -2.6554 -4.0807 -0.4753
H 1.7110 -6.9155 0.0593
C 2.1058 -1.3278 2.1661
C 2.8509 -0.4186 1.2241
O 2.2056 -0.3764 -0.0667
C 2.9714 0.4011 -1.0143
C 2.6117 1.8699 -1.0349
H 2.6538 -1.3895 3.1092
H 1.9957 -2.3283 1.7476
H 1.1129 -0.9453 2.4037
H 3.8604 -0.7976 1.0621
H 2.9172 0.5923 1.6237
H 2.7922 -0.0522 -1.9832
H 4.0249 0.2643 -0.7673
H 1.5551 2.0138 -1.2580
H 3.1920 2.3726 -1.8135
H 2.8137 2.3509 -0.0761
```

The frontier orbital gap (alpha / beta) comes out at 7.71 / 7.16 eV. Its energy above the lowest of the compared OMol25 structures with the same formula, charge and spin is 0.00 kcal/mol. As for the HOMO energy (alpha / beta): -8.15 / -8.82 eV. Its multiplicity is 6.

Taken from the Löwdin analysis, the atomic charges in e are: number 1, Ru, carries 1.328; number 2, O, carries -0.082; number 3, C, carries -0.170; number 4, C, carries -0.121; number 5, C, carries 0.050; number 6, C, carries -0.148; number 7, C, carries 0.018; number 8, C, carries 0.020; number 9, C, carries -0.339; number 10, O, carries -0.230; number 11, N, carries -0.356; number 12, O, carries 0.069; number 13, O, carries 0.070; number 14, H, carries 0.142; number 15, H, carries 0.132; number 16, H, carries 0.122; number 17, H, carries 0.118; number 18, Se, carries 0.390; number 19, P, carries 0.218; number 20, Se, carries 0.479; number 21, C, carries -0.389; number 22, C, carries -0.101; number 23, C, carries -0.072; number 24, C, carries -0.077; number 25, C, carries -0.073; number 26, C, carries -0.101; number 27, C, carries -0.401; number 28, C, carries -0.107; number 29, C, carries -0.074; number 30, C, carries -0.077; number 31, C, carries -0.072; number 32, C, carries -0.105; number 33, H, carries 0.085; number 34, H, carries 0.107; number 35, H, carries 0.106; number 36, H, carries 0.106; number 37, H, carries 0.056; number 38, H, carries 0.060; number 39, H, carries 0.107; number 40, H, carries 0.106; number 41, H, carries 0.108; number 42, H, carries 0.083; number 43, F, carries 0.096; number 44, C, carries -0.190; number 45, C, carries 0.044; number 46, N, carries 0.004; number 47, C, carries -0.028; number 48, C, carries -0.687; number 49, O, carries -0.105; number 50, O, carries -0.137; number 51, C, carries -0.466; number 52, O, carries 0.088; number 53, N, carries 0.220; number 54, C, carries -0.393; number 55, O, carries 0.109; number 56, H, carries 0.149; number 57, H, carries 0.138; number 58, H, carries 0.140; number 59, H, carries 0.167; number 60, C, carries -0.068; number 61, C, carries -0.257; number 62, O, carries -0.301; number 63, C, carries -0.266; number 64, C, carries -0.071; number 65, H, carries 0.089; number 66, H, carries 0.078; number 67, H, carries 0.051; number 68, H, carries 0.123; number 69, H, carries 0.112; number 70, H, carries 0.072; number 71, H, carries 0.119; number 72, H, carries 0.031; number 73, H, carries 0.086; number 74, H, carries 0.067